(a)
ORCA calculation (ωB97M-V/def2-TZVPD) on a 2-piece molecular cluster, C4H9N overall.

## Properties
lowest unoccupied orbital energy: 1.2 eV
orbital gap: 10.80 eV
highest occupied orbital energy: -9.615 eV

Element x y z (Å)
C  -2.28  0.07  0.39
N  -2.74  0.21  -0.78
H  -1.64  -0.78  0.62
H  -2.54  0.74  1.21
H  -3.41  0.98  -0.84
C  1.24  0.38  -1.06
C  1.33  0.13  0.42
C  1.59  -1.03  1.00
H  0.27  0.78  -1.35
H  1.38  -0.55  -1.61
H  2.04  1.06  -1.36
H  1.26  1.08  0.96
H  1.93  -1.15  2.02
H  1.58  -1.92  0.38

Löwdin population analysis, charges in e, atoms 1 to 8: -0.153 0.015 0.050 0.063 0.034 -0.119 -0.262 -0.021

(b)
ORCA calculation (ωB97M-V/def2-TZVPD) on one molecule with the formula C4H9N.

## Properties
lowest unoccupied orbital energy: 1.0 eV
orbital gap: 8.48 eV
highest occupied orbital energy: -7.454 eV

Element x y z (Å)
C  1.55  0.63  -0.96
C  0.13  0.48  -0.27
C  -0.69  1.57  0.06
C  -0.99  -1.62  0.94
N  -0.08  -0.88  0.11
H  1.82  1.76  -0.90
H  1.58  0.25  -1.96
H  2.44  0.23  -0.35
H  -0.73  2.43  -0.60
H  -1.28  1.75  0.98
H  -2.04  -1.56  0.44
H  -1.18  -1.11  1.87
H  -0.67  -2.59  1.27
H  0.62  -1.40  -0.19

Löwdin population analysis, charges in e, atoms 1 to 8: -0.063 -0.343 -0.011 -0.101 -0.060 0.095 0.045 0.094

(c)
ORCA calculation (ωB97M-V/def2-TZVPD) on a 2-piece molecular cluster, C4H9N overall.

## Properties
lowest unoccupied orbital energy: 1.1 eV
orbital gap: 10.40 eV
highest occupied orbital energy: -9.317 eV

Element x y z (Å)
C  -2.12  -0.78  -0.31
C  -1.62  -1.75  -1.08
H  -1.89  -0.60  0.73
H  -2.95  -0.12  -0.57
H  -0.74  -2.32  -0.84
H  -1.91  -1.69  -2.12
C  1.15  -0.46  0.30
C  1.61  0.78  0.38
N  0.98  1.98  0.74
H  0.12  -0.66  0.60
H  1.66  -1.27  -0.19
H  2.71  0.86  0.25
H  1.08  2.71  0.04
H  1.54  2.48  1.43

Löwdin population analysis, charges in e, atoms 1 to 8: -0.088 -0.072 0.041 0.047 0.037 0.045 0.001 -0.317

Most stable structure, least stable structure: (a), (c).

(a)
ORCA calculation (ωB97M-V/def2-TZVPD) on one molecule with the formula C4H9N.

## Properties
lowest unoccupied orbital energy: 1.3 eV
orbital gap: 10.55 eV
highest occupied orbital energy: -9.295 eV

Element x y z (Å)
C  -1.83  0.25  -0.16
C  -0.68  -0.71  0.08
C  1.19  0.86  0.10
C  1.74  -0.49  -0.11
H  -2.77  -0.03  0.29
H  -1.54  1.25  0.24
H  -2.06  0.47  -1.25
H  -0.50  -0.76  1.20
H  -0.89  -1.71  -0.29
H  1.57  1.61  -0.62
H  0.89  1.12  1.14
H  1.81  -1.09  0.80
H  2.61  -0.59  -0.75
N  0.47  -0.16  -0.66

Löwdin population analysis, charges in e, atoms 1 to 8: -0.116 -0.282 -0.163 -0.203 0.056 0.074 0.096 0.125

(b)
ORCA calculation (ωB97M-V/def2-TZVPD) on a 2-piece molecular cluster, C4H9N overall.

## Properties
lowest unoccupied orbital energy: 1.1 eV
orbital gap: 8.95 eV
highest occupied orbital energy: -7.865 eV

Element x y z (Å)
C  2.34  -0.15  -0.49
C  2.14  0.09  0.79
H  2.29  0.63  -1.24
H  2.61  -1.11  -0.92
H  2.25  1.05  1.27
H  1.71  -0.68  1.44
C  -0.75  0.20  -1.12
C  -1.75  -0.18  -0.33
N  -1.98  0.05  1.00
H  -0.23  1.15  -1.16
H  -0.50  -0.42  -1.97
H  -2.34  -1.04  -0.65
H  -2.31  -0.65  1.63
H  -1.55  0.87  1.41

Löwdin population analysis, charges in e, atoms 1 to 8: -0.103 -0.090 0.047 0.050 0.045 0.048 -0.062 -0.305

(c)
ORCA calculation (ωB97M-V/def2-TZVPD) on one molecule with the formula C4H9N.

## Properties
lowest unoccupied orbital energy: 1.2 eV
orbital gap: 10.07 eV
highest occupied orbital energy: -8.907 eV

Element x y z (Å)
C  -0.40  0.93  1.19
C  -0.16  0.11  -0.08
C  0.41  -1.28  0.03
C  1.23  -0.14  -0.53
H  -0.38  2.00  0.93
H  -1.36  0.71  1.67
H  0.42  0.75  1.90
H  -2.03  0.07  -0.89
H  -0.87  0.02  -1.99
H  0.70  -1.65  1.03
H  0.06  -2.06  -0.64
H  1.44  -0.11  -1.59
H  2.04  0.23  0.10
N  -1.11  0.44  -1.12

Löwdin population analysis, charges in e, atoms 1 to 8: -0.041 -0.592 -0.094 -0.105 0.080 0.076 0.080 0.078

Most stable structure, least stable structure: (c), (b).

(a)
ORCA calculation (ωB97M-V/def2-TZVPD) on one molecule with the formula C4H9N.

## Properties
lowest unoccupied orbital energy: 1.1 eV
orbital gap: 10.56 eV
highest occupied orbital energy: -9.451 eV

Element x y z (Å)
C  1.24  -0.87  -0.12
C  0.73  0.39  0.46
C  0.11  1.25  -0.48
C  -0.73  0.41  0.41
H  1.18  -1.81  0.60
H  2.31  -0.93  -0.61
H  0.56  -1.18  -0.89
H  1.22  0.91  1.29
H  0.11  2.35  -0.26
H  0.05  1.05  -1.54
H  -1.26  0.85  1.25
H  -1.76  -1.33  0.62
H  -2.32  -0.39  -0.52
N  -1.44  -0.70  -0.21

Löwdin population analysis, charges in e, atoms 1 to 8: -0.108 -0.356 -0.114 -0.366 0.108 0.104 0.040 0.141

(b)
ORCA calculation (ωB97M-V/def2-TZVPD) on a 2-piece molecular cluster, C4H9N overall.

## Properties
lowest unoccupied orbital energy: 1.1 eV
orbital gap: 8.97 eV
highest occupied orbital energy: -7.830 eV

Element x y z (Å)
C  1.66  0.65  -1.67
C  0.77  -0.07  -2.32
H  1.43  1.62  -1.24
H  2.64  0.31  -1.38
H  -0.19  0.38  -2.54
H  1.11  -0.96  -2.80
C  0.07  -0.92  1.90
C  -1.10  -0.30  1.65
N  -1.37  0.46  0.54
H  0.99  -0.53  1.50
H  0.05  -1.92  2.31
H  -1.93  -0.39  2.33
H  -0.71  0.68  -0.19
H  -2.00  1.24  0.60

Löwdin population analysis, charges in e, atoms 1 to 8: -0.090 -0.076 0.046 0.049 0.048 0.042 -0.042 -0.315

Most stable structure, least stable structure: (a), (b).

(a)
ORCA calculation (ωB97M-V/def2-TZVPD) on a 2-piece molecular cluster, C4H9N overall.

## Properties
lowest unoccupied orbital energy: 1.3 eV
orbital gap: 9.41 eV
highest occupied orbital energy: -8.138 eV

Element x y z (Å)
C  -4.45  -2.33  3.33
C  -5.44  -2.38  2.48
H  -4.17  -1.35  3.69
H  -4.04  -3.11  3.95
H  -5.99  -1.57  2.01
H  -6.00  -3.24  2.10
C  3.33  0.64  -2.38
C  3.93  1.66  -1.74
N  3.98  2.94  -2.29
H  2.90  0.72  -3.36
H  3.38  -0.30  -1.84
H  4.17  1.71  -0.69
H  4.68  3.58  -1.99
H  3.72  3.01  -3.27

Löwdin population analysis, charges in e, atoms 1 to 8: -0.084 -0.096 0.046 0.045 0.045 0.045 -0.039 -0.300

(b)
ORCA calculation (ωB97M-V/def2-TZVPD) on a 2-piece molecular cluster, C4H9N overall.

## Properties
lowest unoccupied orbital energy: 0.9 eV
orbital gap: 9.56 eV
highest occupied orbital energy: -8.670 eV

Element x y z (Å)
C  -1.13  -0.39  -0.47
C  -0.99  0.76  0.43
C  1.00  0.97  0.86
C  0.28  -1.08  -0.80
N  0.37  -2.13  -1.46
H  1.30  -2.53  -1.55
H  -1.72  -1.21  -0.04
H  -1.50  -0.12  -1.46
H  1.00  -0.25  -0.12
H  -1.18  1.73  0.00
H  -1.37  0.62  1.43
H  1.16  1.89  0.30
H  0.81  1.26  1.89
H  1.97  0.49  0.99

Löwdin population analysis, charges in e, atoms 1 to 8: -0.239 -0.075 -0.105 -0.238 0.072 0.049 0.104 0.104

Most stable structure, least stable structure: (a), (b).

(a)
ORCA calculation (ωB97M-V/def2-TZVPD) on a 2-piece molecular cluster, C4H9N overall.

## Properties
lowest unoccupied orbital energy: 0.9 eV
orbital gap: 10.17 eV
highest occupied orbital energy: -9.284 eV

Element x y z (Å)
C  1.24  1.16  -3.14
N  2.33  0.54  -2.87
H  1.06  2.12  -2.73
H  0.46  0.60  -3.78
H  2.13  -0.43  -3.32
C  -1.59  0.24  1.43
C  -0.43  -0.21  2.09
C  -0.12  -1.52  2.14
H  -2.42  0.40  2.28
H  -1.44  1.21  0.93
H  -1.83  -0.48  0.68
H  0.41  0.51  2.23
H  0.99  -1.80  2.24
H  -0.80  -2.33  1.81

Löwdin population analysis, charges in e, atoms 1 to 8: -0.163 -0.013 0.032 0.085 0.060 -0.165 -0.317 -0.032

(b)
ORCA calculation (ωB97M-V/def2-TZVPD) on one molecule with the formula C4H9N.

## Properties
lowest unoccupied orbital energy: 1.0 eV
orbital gap: 9.74 eV
highest occupied orbital energy: -8.751 eV

Element x y z (Å)
C  -1.92  -0.11  0.06
C  -0.61  0.62  0.16
C  0.58  0.00  0.19
C  1.82  0.66  -0.35
N  0.72  -1.43  0.43
H  -2.73  0.39  0.58
H  -2.18  -0.36  -0.97
H  -1.84  -1.04  0.61
H  -0.55  1.69  0.02
H  2.71  0.37  0.20
H  1.61  1.74  -0.41
H  1.92  0.39  -1.40
H  0.15  -1.26  -0.45
H  0.33  -1.66  1.33

Löwdin population analysis, charges in e, atoms 1 to 8: -0.103 -0.142 -0.456 -0.055 0.054 0.068 0.080 0.060

Most stable structure, least stable structure: (b), (a).

(a)
ORCA calculation (ωB97M-V/def2-TZVPD) on one molecule with the formula C17H21NO7.

## Properties
lowest unoccupied orbital energy: 0.5 eV
orbital gap: 8.78 eV
highest occupied orbital energy: -8.280 eV

Element x y z (Å)
C  3.13  -1.26  -2.63
C  2.11  -2.11  -3.38
H  1.97  -3.07  -2.88
H  2.45  -2.29  -4.40
O  0.87  -1.44  -3.55
C  0.08  -1.10  -2.50
C  -0.82  -0.08  -2.78
C  -1.70  0.41  -1.83
C  -1.69  -0.14  -0.56
C  -0.84  -1.21  -0.28
C  0.05  -1.70  -1.22
O  0.91  -2.73  -0.97
C  0.99  -3.31  0.32
C  -0.12  -4.32  0.58
H  0.03  -4.79  1.55
H  -0.10  -5.10  -0.18
H  -1.10  -3.86  0.57
H  1.96  -3.81  0.33
H  1.00  -2.53  1.09
H  -0.88  -1.61  0.72
C  -2.46  0.38  0.60
O  -2.77  -0.29  1.56
N  -2.73  1.74  0.56
H  -2.31  2.24  -0.21
C  -2.71  2.44  1.82
C  -1.28  2.64  2.31
O  -0.95  3.25  3.29
O  -0.42  2.03  1.47
C  0.97  1.99  1.79
C  1.78  2.75  0.74
H  2.72  3.07  1.17
H  1.24  3.61  0.35
C  2.00  1.67  -0.33
H  1.19  1.65  -1.07
H  2.96  1.75  -0.84
O  1.99  0.43  0.36
C  1.41  0.53  1.56
O  1.27  -0.39  2.31
H  1.11  2.33  2.82
H  -3.22  1.82  2.56
H  -3.21  3.40  1.74
H  -2.39  1.19  -2.10
H  -0.80  0.33  -3.77
H  3.25  -0.30  -3.12
H  4.09  -1.77  -2.61
H  2.81  -1.09  -1.60

Löwdin population analysis, charges in e, atoms 1 to 8: -0.052 -0.229 0.114 0.124 -0.032 -0.190 0.003 -0.040

(b)
ORCA calculation (ωB97M-V/def2-TZVPD) on a 2-piece molecular cluster, C17H21NO7 overall.

## Properties
lowest unoccupied orbital energy: 0.2 eV
orbital gap: 8.78 eV
highest occupied orbital energy: -8.537 eV

Element x y z (Å)
C  -2.73  -5.91  0.81
C  -2.55  -4.53  0.63
H  -3.27  -4.04  1.20
H  -2.53  -4.16  -0.48
O  -1.27  -4.14  0.95
C  -0.78  -2.74  1.20
C  0.44  -2.55  1.80
C  1.30  -1.59  1.82
C  0.68  -0.38  1.43
C  -0.75  -0.47  0.94
C  -1.19  -1.65  0.92
O  -2.43  -1.73  0.20
C  -3.24  -0.61  -0.58
C  -4.38  -1.06  -1.02
H  -4.13  -1.83  -1.97
H  -4.92  -0.05  -1.54
H  -5.28  -1.42  -0.46
H  -3.45  0.25  0.38
H  -2.38  -0.32  -1.06
H  -1.17  0.55  0.79
C  1.28  0.96  1.47
O  0.65  2.14  1.91
N  2.63  0.96  1.48
H  2.96  0.26  1.10
C  3.50  2.04  1.00
C  3.03  2.37  -0.39
O  3.66  2.17  -1.41
O  1.95  2.90  -0.51
C  1.20  2.99  -1.82
C  0.01  3.86  -2.01
H  0.45  4.64  -2.60
H  -0.19  4.12  -1.18
C  -0.98  2.95  -2.69
H  -2.07  3.25  -2.52
H  -0.95  3.11  -3.88
O  -0.60  1.55  -2.22
C  0.60  1.38  -2.02
O  0.88  0.57  -1.32
H  2.04  2.91  -2.61
H  4.43  2.21  1.44
H  2.62  3.03  1.75
H  2.22  -1.30  2.53
H  1.02  -3.55  2.08
H  -2.72  -6.10  1.70
H  -1.73  -6.40  0.18
H  -3.74  -6.31  0.29

Löwdin population analysis, charges in e, atoms 1 to 8: -0.077 -0.388 0.106 0.157 -0.027 -0.122 -0.049 -0.046

Most stable structure, least stable structure: (a), (b).